DFT (ωB97M-V/def2-TZVPD) results for a 11-piece molecular cluster, C23H39N5O28 overall.

The geometry in ORCA input format:
```
! RIJCOSX wB97M-V def2-TZVPD def2/J DEFGRID3
* xyz 0 1
C 13.060 8.884 9.489
N 11.646 8.982 10.156
O 10.871 9.790 9.669
O 11.422 8.397 11.204
H 13.362 9.860 9.067
H 12.913 8.247 8.607
H 13.730 8.534 10.250
C 14.358 13.294 14.182
N 14.433 12.445 12.956
O 14.074 11.260 13.025
O 14.768 13.002 11.900
H 13.338 13.380 14.503
H 14.907 14.186 13.890
H 15.086 12.902 14.922
C 10.262 12.028 11.759
N 10.487 12.034 13.193
O 11.614 11.685 13.533
O 9.565 12.316 13.981
H 9.781 12.895 11.337
H 9.715 11.089 11.509
H 11.218 11.947 11.254
C 6.881 13.870 10.464
N 7.524 12.596 10.235
O 8.275 12.409 9.348
O 7.187 11.742 11.054
H 6.906 14.613 9.623
H 7.287 14.303 11.396
H 5.871 13.561 10.682
C 11.022 12.185 7.294
N 10.957 13.575 7.730
O 10.883 14.345 6.807
O 10.905 13.879 8.909
H 10.518 12.175 6.345
H 10.643 11.457 8.003
H 12.101 12.038 7.132
O 8.673 18.884 12.872
C 9.321 18.462 13.755
O 10.570 18.025 13.643
C 10.875 17.225 14.793
C 9.879 17.825 15.796
O 8.804 18.266 14.981
H 10.621 16.184 14.596
H 11.929 17.322 15.052
H 10.289 18.724 16.148
H 9.600 17.092 16.602
O 15.142 12.533 6.782
C 14.942 13.538 7.289
O 15.604 14.689 7.090
C 14.990 15.708 7.923
C 13.973 15.007 8.791
O 13.912 13.723 8.192
H 15.801 16.205 8.403
H 14.485 16.482 7.262
H 13.029 15.425 8.733
H 14.313 14.869 9.812
O 10.334 5.953 16.099
C 10.049 6.928 15.433
O 9.914 8.155 15.942
C 9.925 9.033 14.806
C 9.285 8.203 13.666
O 9.800 6.903 14.107
H 9.476 9.919 15.110
H 10.961 9.236 14.450
H 9.604 8.557 12.687
H 8.159 8.209 13.685
O 13.096 9.093 16.176
C 13.675 8.880 15.127
O 13.218 8.320 14.028
C 14.193 8.320 12.975
C 15.452 8.856 13.655
O 15.047 9.088 15.015
H 14.254 7.282 12.606
H 13.779 8.871 12.174
H 15.862 9.794 13.259
H 16.229 8.067 13.668
O 9.963 14.655 16.356
C 10.538 13.659 16.692
O 9.870 12.619 17.199
C 10.761 11.564 17.474
C 12.123 12.054 17.057
O 11.842 13.381 16.612
H 10.781 11.355 18.529
H 10.461 10.671 16.992
H 12.508 11.485 16.240
H 12.796 12.052 17.888
O 11.496 14.650 12.273
C 11.201 15.601 11.624
O 11.999 16.461 11.011
C 11.220 17.542 10.489
C 9.789 16.927 10.450
O 9.887 15.948 11.420
H 11.218 18.385 11.172
H 11.619 17.751 9.499
H 9.562 16.472 9.505
H 8.997 17.589 10.699
*
```

Values from the calculation:
HOMO: -10.24 eV
SMILES: C[N+](=O)[O-].C[N+](=O)[O-].C[N+](=O)[O-].C[N+](=O)[O-].C[N+](=O)[O-].O=C1OCCO1.O=C1OCCO1.O=C1OCCO1.O=C1OCCO1.O=C1OCCO1.O=C1OCCO1
Energy relative to the best compared isomer or geometry (same formula, charge and spin): 23.45 kJ/mol

Atom charges from the Mulliken analysis, given in e for atoms 1 to 4: C -0.582; N 0.948; O -0.580; O -0.507